(1)
Molecular formula: C2H4OS2
Method: DFT, the ωB97M-V functional and the def2-TZVPD basis

ORCA input file:
```
! wB97M-V def2-TZVPD RIJCOSX def2/J DEFGRID3
* xyz 0 1
C -0.39 -0.14 0.94
C 0.33 -0.96 1.61
O 0.02 -0.04 -1.68
S 0.02 1.71 -1.50
S 1.32 -1.07 -1.74
H -0.38 -0.22 -0.17
H -0.94 0.68 1.37
H 1.10 -1.59 1.81
H -1.08 1.63 -0.63
*
```

Computed properties:
* energy above the lowest of the compared OMol25 structures with the same formula, charge and spin: 151.6 kcal per mole
* strongest force on any atom: 2.4 eV/A
* molecular weight: 108.19 g mol⁻¹
* gap between HOMO and LUMO (spin up / spin down): 8.79 / 6.02 eV


(2)
Molecular formula: C51H52AsF9N4O2PS6Sc
Method: DFT, the ωB97M-V functional and the def2-TZVPD basis

ORCA input file:
```
! wB97M-V def2-TZVPD RIJCOSX def2/J DEFGRID3
* xyz -2 1
Sc 0.11 -0.76 -0.23
O -1.20 0.52 -1.15
N -1.97 0.70 -2.22
C -2.31 1.99 -2.47
C -3.10 2.34 -3.52
C -3.56 1.32 -4.36
C -3.21 0.02 -4.11
C -2.39 -0.35 -3.00
S -1.92 -1.94 -2.69
H -1.90 2.70 -1.76
H -3.35 3.38 -3.68
H -4.18 1.55 -5.21
H -3.54 -0.78 -4.74
S 1.27 -3.68 4.07
As 2.88 -2.26 4.05
S 2.25 -0.71 2.09
S 0.23 -0.30 2.17
S 4.60 -2.97 2.99
N 0.85 2.61 -1.37
C 2.06 1.99 -1.13
C 3.25 2.72 -1.34
C 4.45 2.07 -1.20
C 4.46 0.72 -0.88
C 3.25 0.09 -0.68
N 2.06 0.71 -0.77
H 0.86 3.59 -1.12
H 0.05 2.12 -0.99
H 3.19 3.76 -1.62
H 5.38 2.61 -1.34
H 5.37 0.16 -0.75
H 3.21 -0.96 -0.43
C -4.03 -2.79 0.31
S -2.28 -3.14 0.45
C -2.22 -3.65 2.16
O -1.64 -1.77 0.50
H -4.58 -3.72 0.43
H -4.19 -2.38 -0.68
H -4.30 -2.07 1.08
H -2.73 -4.61 2.27
H -2.69 -2.87 2.77
H -1.17 -3.73 2.45
C 3.53 -2.88 -5.76
C 2.68 -2.03 -4.85
C 2.15 -0.83 -5.30
C 1.37 -0.07 -4.43
C 0.82 1.27 -4.87
C 1.12 -0.53 -3.15
C 1.60 -1.76 -2.64
C 2.41 -2.48 -3.56
N 1.28 -2.15 -1.36
C 1.62 -3.54 -0.95
C 1.03 -3.82 0.44
C 1.28 -5.26 0.89
C 0.67 -6.25 -0.10
C 1.28 -6.00 -1.48
C 2.80 -6.18 -1.42
C 3.41 -5.23 -0.38
C 2.78 -5.51 0.99
C 3.14 -3.77 -0.77
C 0.96 -4.56 -1.90
H 3.77 -2.35 -6.68
H 3.01 -3.81 -6.02
H 4.47 -3.16 -5.27
H 2.35 -0.48 -6.31
H 0.68 1.29 -5.95
H 1.50 2.08 -4.59
H -0.14 1.48 -4.39
H 0.52 0.12 -2.54
H 2.85 -3.42 -3.29
H -0.04 -3.65 0.37
H 1.44 -3.13 1.18
H 0.84 -5.37 1.89
H -0.42 -6.12 -0.16
H 0.86 -7.27 0.23
H 0.85 -6.69 -2.21
H 3.23 -5.99 -2.41
H 3.04 -7.22 -1.16
H 4.49 -5.39 -0.32
H 3.22 -4.86 1.74
H 2.97 -6.55 1.29
H 3.72 -3.51 -1.65
H 3.49 -3.13 0.05
H -0.12 -4.39 -1.85
H 1.24 -4.42 -2.94
F -4.91 8.12 1.07
C -4.46 7.43 0.00
F -3.82 8.32 -0.79
F -5.57 7.04 -0.68
C -3.60 6.27 0.39
C -2.30 6.14 -0.08
C -1.55 5.05 0.30
C -2.05 4.07 1.16
C -3.35 4.23 1.63
C -4.12 5.31 1.24
P -0.97 2.57 1.48
C -2.09 1.70 2.64
C -3.08 0.91 2.05
C -4.02 0.27 2.84
C -3.95 0.38 4.22
C -2.95 1.13 4.82
C -2.03 1.80 4.02
C -4.98 -0.27 5.09
F -5.85 0.63 5.60
F -4.44 -0.91 6.14
F -5.73 -1.18 4.42
C 0.29 3.39 2.55
C 0.06 4.56 3.26
C 1.08 5.17 3.98
C 2.34 4.59 3.99
C 2.59 3.41 3.30
C 1.57 2.81 2.58
C 3.43 5.23 4.80
F 4.66 4.99 4.30
F 3.44 4.79 6.08
F 3.30 6.58 4.86
H -1.89 6.89 -0.74
H -0.53 4.96 -0.07
H -3.78 3.50 2.30
H -5.14 5.42 1.62
H -3.10 0.79 0.98
H -4.80 -0.33 2.39
H -2.88 1.19 5.90
H -1.23 2.37 4.49
H -0.92 5.02 3.25
H 0.90 6.09 4.52
H 3.57 2.95 3.32
H 1.77 1.88 2.06
*
```

Computed properties:
* energy above the lowest of the compared OMol25 structures with the same formula, charge and spin: 48.4 kcal per mole
* strongest force on any atom: 1.1 eV/A
* molecular weight: 1267.24 g mol⁻¹
* gap between HOMO and LUMO: 4.00 eV


(3)
Molecular formula: C42H37NO15
Method: DFT, the ωB97M-V functional and the def2-TZVPD basis

ORCA input file:
```
! wB97M-V def2-TZVPD RIJCOSX def2/J DEFGRID3
* xyz 0 1
O 3.10 0.82 0.87
C 3.67 -0.04 0.21
C 3.85 0.10 -1.24
C 4.47 -0.85 -1.96
C 5.00 -2.07 -1.32
O 5.57 -2.93 -1.98
C 4.82 -2.21 0.13
C 4.20 -1.26 0.85
H 3.45 1.00 -1.70
H 4.60 -0.76 -3.03
H 5.22 -3.11 0.59
H 4.06 -1.35 1.92
O 1.17 9.08 -6.14
C 1.14 8.90 -4.93
C 0.34 9.78 -4.05
C 0.31 9.58 -2.73
C 1.07 8.49 -2.10
O 1.04 8.31 -0.89
C 1.87 7.61 -2.98
C 1.90 7.81 -4.30
H -0.21 10.58 -4.53
H -0.27 10.21 -2.07
H 2.42 6.82 -2.50
H 2.48 7.18 -4.96
O -0.70 -0.03 0.27
C -0.94 0.26 1.43
C 0.10 0.84 2.30
C -0.16 1.16 3.57
C -1.49 0.95 4.16
O -1.73 1.24 5.33
C -2.53 0.37 3.29
C -2.27 0.05 2.02
H 1.08 1.00 1.85
H 0.60 1.59 4.23
H -3.51 0.22 3.74
H -3.03 -0.38 1.37
O -5.67 -4.47 -2.92
C -5.38 -3.49 -2.24
C -5.40 -2.13 -2.82
C -5.08 -1.06 -2.09
C -4.71 -1.19 -0.66
O -4.42 -0.21 0.01
C -4.70 -2.55 -0.08
C -5.01 -3.62 -0.82
H -5.67 -2.05 -3.87
H -5.08 -0.06 -2.49
H -4.42 -2.63 0.96
H -5.01 -4.62 -0.41
O -2.82 -10.39 1.35
C -3.34 -9.28 1.32
C -3.15 -8.38 0.16
C -3.72 -7.17 0.12
C -4.56 -6.68 1.24
O -5.08 -5.58 1.20
C -4.74 -7.58 2.39
C -4.18 -8.79 2.43
H -2.53 -8.76 -0.65
H -3.59 -6.50 -0.72
H -5.36 -7.21 3.20
H -4.30 -9.47 3.27
O 4.73 -3.34 2.67
C 5.35 -3.52 3.71
C 5.89 -4.85 4.06
C 6.56 -5.04 5.20
C 6.80 -3.93 6.15
O 7.42 -4.11 7.19
C 6.26 -2.60 5.79
C 5.59 -2.41 4.65
H 5.70 -5.65 3.36
H 6.96 -6.01 5.48
H 6.45 -1.80 6.50
H 5.19 -1.44 4.38
C -3.32 2.07 -1.51
C -2.91 3.57 -2.03
O -3.87 4.54 -2.00
O -1.60 3.98 -2.58
C -1.18 3.11 -3.69
C 0.24 2.32 -3.45
O 1.09 2.88 -2.39
C 0.73 2.36 -1.06
C 1.02 3.62 0.00
N 1.51 4.88 -0.72
H -4.40 2.10 -1.05
H -2.56 1.58 -0.76
H -3.32 1.37 -2.47
H -1.98 2.27 -3.97
H -1.09 3.79 -4.66
H 0.86 2.42 -4.47
H 0.03 1.17 -3.31
H 1.26 1.37 -0.75
H -0.43 2.19 -1.02
H 0.03 3.83 0.63
H 1.84 3.32 0.82
H 1.55 5.61 0.06
H 0.76 5.26 -1.37
*
```

Computed properties:
* strongest force on any atom: 9.0 eV/A
* molecular weight: 795.75 g mol⁻¹
* gap between HOMO and LUMO: 6.89 eV
* SMILES string: O=C1C=CC(=O)C=C1.O=C1C=CC(=O)C=C1.O=C1C=CC(=O)C=C1.O=C1C=CC(=O)C=C1.O=C1C=CC(=O)C=C1.O=C1C=CC(=O)C=C1.CC(=O)OCCOCCN


(4)
Molecular formula: C4H3N
Method: DFT, the ωB97M-V functional and the def2-TZVPD basis

ORCA input file:
```
! wB97M-V def2-TZVPD RIJCOSX def2/J DEFGRID3
* xyz 0 1
C 2.09 0.57 0.06
C 1.04 0.04 -0.18
C -0.21 -0.58 -0.46
C -1.33 0.08 -0.28
N -2.35 0.52 0.25
H 3.03 1.04 0.23
H -0.30 -1.63 -0.70
H -1.96 -0.04 1.07
*
```

Computed properties:
* energy above the lowest of the compared OMol25 structures with the same formula, charge and spin: 49.3 kcal per mole
* strongest force on any atom: 2.5 eV/A
* molecular weight: 65.07 g mol⁻¹
* gap between HOMO and LUMO: 9.44 eV
* SMILES string: C#CC=C=N